DFT (the ωB97M-V functional and the def2-TZVPD basis) results for a structure of composition C18H39AlBeCl6GaMgN2O4 in a non-equilibrium geometry.

Structure (XYZ):
```
73
Properties=species:S:1:pos:R:3:forces:R:3
Ga -0.690 -1.494 -0.216 1.05 0.21 0.96
Cl 5.548 -3.126 10.518 0.37 0.16 -0.13
Cl 4.557 -4.968 7.899 1.87 1.01 -2.74
Cl 0.551 1.927 0.023 -0.86 1.03 0.03
Cl 6.061 -4.041 5.890 -1.60 -1.97 4.63
Cl 8.089 -2.075 9.560 0.40 0.45 -0.06
Cl 7.849 -4.879 10.300 -0.08 0.42 -0.24
Al 9.458 0.294 9.108 0.08 0.06 0.11
Mg -5.772 -3.194 1.075 -0.19 -0.16 -0.18
O -5.369 2.698 -2.528 -0.12 -0.23 0.25
O -4.583 5.456 -5.793 -0.20 -0.14 0.30
O -7.190 2.178 -1.279 -0.05 -0.19 0.13
O -6.968 4.210 -1.994 0.08 -0.66 0.22
N 5.725 -2.963 3.549 -0.86 0.21 -1.13
N -4.539 -1.071 -0.056 0.26 -1.48 0.47
C 7.009 -3.497 9.603 -0.71 -1.17 0.63
C -3.231 5.014 -5.678 0.19 0.37 -0.56
C 7.127 -1.692 2.377 0.64 0.20 0.39
C 5.836 -1.613 1.796 -0.46 1.13 0.26
C 2.438 0.352 -0.141 0.84 -0.89 -4.32
C -3.645 -2.274 0.115 1.43 1.81 -0.04
C -2.839 4.251 -6.934 -0.05 -0.28 -0.01
C 7.031 -2.534 3.452 -0.21 0.12 -0.29
C 1.040 -3.559 1.145 0.43 0.79 -0.81
C -6.403 3.003 -1.991 -0.15 0.81 -0.23
C -6.702 0.848 -1.195 -0.08 -0.01 -0.08
C 0.847 -2.854 -0.301 0.77 -1.33 0.83
C -6.236 5.201 -2.722 0.22 0.48 -0.42
C -2.324 6.214 -5.455 0.05 0.08 0.26
C 2.352 -0.788 -1.289 1.68 -0.05 0.92
C 4.992 -2.413 2.545 -0.44 -0.36 0.74
C -2.483 -2.353 -0.929 -2.67 -1.91 -0.54
C 2.292 -2.271 -0.698 -0.68 -0.27 -1.04
Be 4.442 0.252 1.581 0.57 -0.95 0.29
H 8.023 -1.192 2.042 -0.07 -0.07 -0.01
H -1.281 5.906 -5.345 -0.03 0.05 -0.03
H -4.343 -3.215 -0.103 0.26 -0.21 -0.44
H -6.788 6.138 -2.655 -0.14 -0.24 0.16
H -5.248 5.351 -2.282 -0.04 -0.15 -0.10
H -2.623 6.760 -4.556 0.04 -0.09 -0.02
H 3.355 -0.706 -1.837 -1.34 -0.06 0.51
H -2.927 4.886 -7.820 0.10 0.06 0.09
H 0.577 -3.690 -1.017 0.43 0.98 0.59
H -4.640 6.045 -6.555 0.01 -0.06 0.07
H 1.074 -2.708 1.897 -0.29 -1.23 -0.49
H 7.776 -2.866 4.158 0.06 0.00 -0.17
H -2.249 -3.465 -1.074 0.36 1.50 0.34
H -5.735 0.826 -0.697 -0.03 0.16 -0.27
H -3.325 -2.369 1.198 0.25 -0.25 -1.25
H 0.245 -4.327 1.368 0.79 0.97 -0.01
H 2.956 1.237 -0.634 -0.82 -0.84 1.15
H -3.506 3.399 -7.088 0.06 0.03 0.07
H -1.812 3.884 -6.869 -0.04 0.03 -0.05
H -4.019 -0.196 0.078 -0.12 -0.39 0.05
H -3.180 4.349 -4.813 -0.23 0.06 -0.01
H 5.352 -3.612 4.279 0.14 0.93 -1.58
H -2.394 6.917 -6.290 0.05 -0.12 -0.05
H -0.434 -0.135 -1.013 -0.63 -0.38 -0.28
H 1.559 -0.570 -2.065 0.76 -0.12 1.14
H 3.002 -2.399 0.186 -0.79 0.42 -1.04
H 1.383 0.643 0.358 0.61 -0.10 0.68
H -2.771 -1.959 -1.955 0.04 -0.34 1.42
H -5.287 -1.114 0.664 0.51 1.06 -0.32
H 3.184 -0.024 0.713 -0.48 0.17 0.98
H 2.061 -4.062 1.172 -1.25 0.29 -0.02
H 6.726 -3.744 8.586 0.20 0.27 0.06
H 2.690 -2.958 -1.521 -0.34 0.94 1.10
H -6.636 0.398 -2.187 0.21 0.03 0.08
H 5.553 -1.036 0.918 0.38 -0.71 -0.81
H 3.939 -2.632 2.442 0.05 -0.05 -0.09
H -0.966 -1.187 1.356 -0.14 -0.05 -0.19
H -6.152 4.925 -3.774 0.15 -0.03 0.14
H -7.412 0.269 -0.600 -0.17 0.26 -0.01
```
Forces are in eV/Å.

## Properties
* LUMO energy: -11.293 eV
* gap between HOMO and LUMO: 2.14 eV
* HOMO level: -0.4936 hartree
* E_tot: -170379.72111 eV
* total charge: +3